{"formula": "C6H10O", "method": "the ωB97M-V functional and the def2-TZVPD basis", "max_force_ev_per_a": 0.43, "e_lumo_ev": 1.061, "smiles": "C1=CCOCCC1", "e_above_lowest_ev": 0.781, "energy_ha": -309.81367, "charge": 0, "species": ["C", "C", "C", "O", "C", "C", "C", "H", "H", "H", "H", "H", "H", "H", "H", "H", "H"], "positions_angstrom": [[0.34545, 1.49572, -0.37897], [1.46056, 0.82399, -0.09013], [1.52599, -0.52894, 0.58597], [0.91858, -1.56434, -0.15067], [-0.45952, -1.42752, -0.45380], [-1.25320, -0.39398, 0.34730], [-1.07773, 1.04408, -0.15953], [0.44603, 2.46799, -0.86682], [2.40761, 1.26159, -0.39393], [1.10327, -0.47027, 1.60201], [2.56595, -0.85101, 0.70128], [-0.88553, -2.41997, -0.28051], [-0.57573, -1.19861, -1.52500], [-1.01089, -0.46503, 1.41281], [-2.31620, -0.65756, 0.26595], [-1.60011, 1.13380, -1.12437], [-1.59456, 1.75006, 0.50841]], "forces_ev_per_a": [[0.080, -0.073, 0.040], [-0.167, 0.159, -0.095], [0.100, 0.142, 0.134], [0.046, -0.150, 0.038], [-0.424, -0.016, -0.082], [0.043, 0.066, 0.088], [-0.002, 0.009, -0.034], [0.006, -0.213, 0.067], [-0.047, 0.019, 0.120], [0.088, 0.012, -0.189], [-0.159, 0.157, -0.044], [-0.053, 0.064, -0.077], [0.080, -0.034, 0.128], [-0.024, -0.018, -0.122], [0.203, 0.006, -0.005], [0.101, -0.008, 0.126], [0.128, -0.123, -0.094]]}